# C2H5N3O2S

A single C2H5N3O2S molecule (ωB97M-V/def2-TZVPD, OMol25).

Geometry as XYZ:
```
13
Properties=species:S:1:pos:R:3:forces:R:3:mulliken_charge:R:1
N 0.1820 1.7057 0.6539 -0.32 -0.29 -0.47 -0.40
C -0.3194 1.0196 -0.4201 0.10 0.26 0.16 0.60
O -0.9239 1.5270 -1.3335 0.15 -0.13 0.19 -0.56
C -0.0666 -0.4859 -0.3542 -0.08 -0.15 -0.02 0.39
N 1.0471 -1.0953 -0.2639 0.24 0.28 0.00 -0.60
S 2.5145 -0.2063 -0.3161 -0.64 0.42 -0.08 -0.15
N -1.2099 -1.2529 -0.5169 0.32 -0.41 -0.12 -0.19
O -2.3351 -0.8086 0.1688 -0.33 0.20 0.04 -0.39
H 0.8655 1.2828 1.2513 0.15 -0.11 0.14 0.24
H 0.1622 2.7059 0.5914 0.02 0.23 0.01 0.24
H 3.2784 -1.2695 -0.2039 0.35 -0.55 0.07 0.17
H -1.0518 -2.2488 -0.3695 0.03 0.25 -0.09 0.31
H -2.1429 -0.8737 1.1125 0.01 -0.01 0.17 0.33
```
Forces are in eV/Å.

Output
max |F| = 0.0149 hartree/bohr
structure (SMILES) = NC(=O)/C(=N\S)NO
2S+1 = 1
gap between HOMO and LUMO = 9.357 eV
lowest unoccupied orbital energy = 0.52 eV
net charge = 0
highest occupied orbital energy = -0.3246 hartree
E = -792.07907 a.u.
energy above the lowest of the compared OMol25 structures with the same formula, charge and spin = 226.2 kJ/mol

---

# C2H5N3O3

A single C2H5N3O3 molecule in a non-equilibrium geometry (ωB97M-V/def2-TZVPD, OMol25).

Geometry as XYZ:
```
13
Properties=species:S:1:pos:R:3:forces:R:3:mulliken_charge:R:1
C -2.8205 0.5330 -0.1645 0.78 1.10 0.26 0.20
C 1.6387 -0.1899 0.1337 -0.39 -2.16 -0.97 -0.29
N 1.8913 -1.2619 1.0815 2.24 0.85 -1.88 -0.49
N 0.2020 -0.0797 -0.0850 3.52 -6.87 5.19 -0.39
N -0.2303 0.7646 -0.8396 -7.20 3.86 -3.59 0.94
O -1.7089 1.2066 -0.4726 1.59 1.83 0.04 -0.39
O -3.0053 -0.6241 -0.1227 -0.44 -1.60 -0.02 -0.45
O 0.1509 1.4761 -1.7336 1.91 1.54 -1.98 -0.49
H -3.5042 1.3667 0.1002 -0.31 -0.46 -0.13 0.30
H 2.0545 -0.5455 -0.8628 -0.07 0.97 0.90 0.28
H 1.9793 0.7893 0.4301 0.74 0.36 0.15 0.32
H 1.2231 -1.2266 1.7609 -1.90 -0.37 2.27 0.22
H 2.1294 -2.2086 0.7746 -0.48 0.96 -0.23 0.24
```
Forces are in eV/Å.

Output
max |F| = 0.1809 hartree/bohr
<S²> = 2.009
2S+1 = 3
gap between HOMO and LUMO (alpha / beta) = 8.192 / 6.919 eV
lowest unoccupied orbital energy (alpha / beta) = 0.83 / -3.25 eV
net charge = 0
highest occupied orbital energy (alpha / beta) = -0.2706 / -0.3737 hartree
E = -468.89255 a.u.
energy above the lowest of the compared OMol25 structures with the same formula, charge and spin = 21.7 kJ/mol